{"formula": "C26H42BBaN8O4Te", "method": "wB97M-V/def2-TZVPD", "e_tot_ev": -56408.571, "s2": 0.754, "multiplicity": 2, "charge": 2, "relative_energy_kcal_mol": 0.0, "symbols": ["Ba", "C", "C", "O", "C", "C", "O", "C", "C", "O", "C", "C", "O", "H", "H", "H", "H", "H", "H", "H", "H", "H", "H", "H", "H", "H", "H", "H", "H", "C", "C", "C", "C", "N", "N", "B", "N", "C", "C", "C", "C", "N", "N", "C", "C", "C", "C", "N", "N", "C", "C", "C", "C", "N", "H", "H", "H", "H", "H", "H", "H", "H", "H", "H", "H", "H", "H", "H", "H", "H", "H", "H", "H", "H", "C", "Te", "C", "H", "H", "H", "H", "H", "H"], "positions_angstrom": [[0.386, 0.464, 0.529], [-1.802, 3.156, -0.359], [-0.535, 3.905, -0.720], [0.541, 2.966, -0.747], [1.835, 3.522, -0.502], [2.031, 3.872, 0.960], [1.654, 2.738, 1.734], [1.537, 3.003, 3.128], [0.863, 1.808, 3.769], [-0.323, 1.405, 3.084], [-1.460, 2.260, 3.215], [-1.624, 3.189, 2.031], [-1.665, 2.399, 0.845], [-2.044, 2.431, -1.138], [-2.637, 3.857, -0.280], [-0.329, 4.699, 0.000], [-0.653, 4.369, -1.703], [2.009, 4.402, -1.127], [2.550, 2.754, -0.806], [1.419, 4.731, 1.256], [3.078, 4.137, 1.135], [0.955, 3.918, 3.280], [2.521, 3.154, 3.581], [0.646, 2.023, 4.819], [1.526, 0.941, 3.738], [-1.397, 2.844, 4.137], [-2.329, 1.607, 3.286], [-0.800, 3.905, 1.979], [-2.558, 3.749, 2.141], [-0.721, 0.422, -3.310], [-0.219, -0.921, -2.886], [-0.049, -2.074, -3.666], [0.441, -3.015, -2.793], [0.542, -2.455, -1.566], [0.136, -1.160, -1.627], [1.058, -3.181, -0.290], [0.030, -3.055, 0.883], [0.042, -3.829, 1.981], [-0.869, -3.330, 2.887], [-1.416, -2.207, 2.250], [-2.462, -1.267, 2.757], [-0.866, -2.035, 1.044], [2.409, -2.629, 0.216], [3.450, -3.279, 0.775], [4.326, -2.351, 1.284], [3.725, -1.115, 1.016], [4.256, 0.248, 1.317], [2.562, -1.289, 0.388], [1.182, -4.657, -0.639], [2.197, -5.290, -1.279], [1.731, -6.492, -1.743], [0.374, -6.524, -1.362], [-0.622, -7.609, -1.603], [0.052, -5.414, -0.711], [-0.396, 0.652, -4.323], [-0.342, 1.211, -2.657], [-1.813, 0.459, -3.303], [-0.233, -2.193, -4.720], [0.722, -4.040, -2.968], [0.689, -4.689, 2.042], [-1.107, -3.720, 3.862], [-3.384, -1.795, 3.003], [-2.697, -0.509, 2.007], [-2.124, -0.769, 3.667], [3.504, -4.354, 0.788], [5.266, -2.540, 1.774], [4.738, 0.270, 2.294], [3.465, 1.001, 1.314], [5.003, 0.545, 0.579], [3.169, -4.837, -1.381], [2.286, -7.248, -2.272], [-0.635, -7.899, -2.653], [-1.626, -7.291, -1.321], [-0.375, -8.497, -1.021], [-4.035, -2.694, -0.564], [-2.444, -4.028, -0.985], [-2.884, -5.225, 0.682], [-3.887, -2.279, 0.431], [-4.973, -3.247, -0.603], [-4.038, -1.904, -1.310], [-3.897, -5.607, 0.568], [-2.810, -4.597, 1.569], [-2.151, -6.023, 0.722]], "mulliken_spin": [0.01, 0.00, 0.00, 0.00, 0.00, 0.00, 0.00, 0.00, 0.00, 0.00, 0.00, 0.00, 0.00, 0.00, 0.00, 0.00, 0.00, 0.00, 0.00, 0.00, 0.00, 0.00, 0.00, 0.00, 0.00, 0.00, 0.00, 0.00, 0.00, 0.00, 0.01, 0.00, 0.01, -0.01, 0.03, 0.00, -0.16, 0.03, 0.01, 0.01, 0.00, 0.06, 0.00, 0.00, 0.00, 0.00, 0.00, 0.00, -0.04, 0.00, 0.00, 0.00, 0.01, 0.05, 0.00, 0.00, 0.00, 0.00, 0.00, 0.00, 0.00, 0.00, 0.00, 0.00, 0.00, 0.00, 0.00, 0.00, 0.00, 0.00, 0.00, 0.00, 0.00, 0.00, -0.02, 0.93, -0.01, 0.01, 0.03, 0.00, 0.02, 0.02, 0.00]}